1.
{"formula": "C26H23N6O2S3Sm", "method": "ωB97M-V with the def2-TZVPD basis set", "homo_lumo_gap_ev": [5.18, 5.18], "total_charge": 2, "largest_force_ev_per_a": 4.48, "spin_multiplicity": 6, "relative_energy_ev": 1.374, "symbols": ["Sm", "C", "S", "C", "S", "N", "N", "C", "C", "C", "C", "C", "C", "N", "H", "H", "H", "H", "H", "H", "H", "H", "O", "C", "O", "C", "C", "C", "C", "C", "C", "N", "C", "C", "C", "C", "C", "C", "N", "H", "H", "H", "H", "H", "H", "H", "H", "H", "H", "S", "C", "N", "C", "C", "C", "C", "H", "H", "H", "H", "H"], "coordinates": [[-18.304, 9.737, -10.068], [-16.006, 15.098, -10.101], [-16.451, 14.256, -11.578], [-17.367, 12.802, -11.040], [-16.218, 11.617, -10.584], [-18.678, 12.954, -10.948], [-19.257, 11.808, -10.433], [-20.554, 11.932, -10.073], [-21.331, 10.762, -9.646], [-22.633, 11.001, -9.046], [-23.279, 9.983, -8.344], [-22.596, 8.762, -8.262], [-21.395, 8.521, -8.928], [-20.816, 9.482, -9.633], [-15.256, 15.834, -10.390], [-15.570, 14.427, -9.361], [-16.940, 15.533, -9.705], [-21.115, 12.907, -10.068], [-23.068, 12.016, -9.149], [-24.271, 10.126, -7.850], [-22.981, 7.837, -7.775], [-20.956, 7.509, -8.949], [-15.897, 2.041, -7.141], [-15.831, 3.397, -6.923], [-15.317, 3.846, -5.946], [-16.264, 4.278, -8.029], [-17.081, 3.933, -9.086], [-17.528, 4.927, -9.960], [-17.153, 6.271, -9.789], [-16.217, 6.577, -8.771], [-15.842, 5.623, -7.900], [-17.688, 7.303, -10.610], [-18.392, 6.986, -11.679], [-18.471, 7.869, -12.754], [-18.741, 7.411, -14.056], [-18.782, 8.278, -15.105], [-18.794, 9.655, -14.766], [-18.463, 10.069, -13.486], [-18.420, 9.214, -12.463], [-16.460, 1.844, -7.928], [-17.511, 2.900, -9.218], [-18.150, 4.710, -10.796], [-15.904, 7.606, -8.587], [-15.211, 5.870, -7.039], [-18.935, 6.031, -11.822], [-18.796, 6.350, -14.229], [-18.903, 7.930, -16.135], [-18.918, 10.405, -15.538], [-18.335, 11.133, -13.274], [-18.511, 10.414, -7.357], [-17.398, 9.419, -6.479], [-16.362, 10.029, -5.818], [-15.678, 9.489, -4.781], [-15.844, 8.159, -4.501], [-16.671, 7.352, -5.337], [-17.476, 8.024, -6.271], [-16.288, 11.029, -6.091], [-15.105, 10.139, -4.120], [-15.370, 7.725, -3.644], [-16.666, 6.259, -5.256], [-18.193, 7.476, -6.948]]}

=====

2.
{"formula": "C4H9NO2S", "method": "ωB97M-V with the def2-TZVPD basis set", "homo_lumo_gap_ev": [10.67, 4.16], "total_charge": 1, "largest_force_ev_per_a": 2.10, "spin_multiplicity": 2, "relative_energy_ev": 1.059, "symbols": ["C", "N", "C", "O", "O", "C", "C", "S", "H", "H", "H", "H", "H", "H", "H", "H", "H"], "coordinates": [[-0.400, 0.583, -0.261], [0.020, -0.052, -1.458], [1.081, 0.488, -2.198], [1.464, 1.743, -1.735], [1.460, 0.013, -3.217], [0.139, -0.201, 1.029], [-0.816, -1.305, 1.440], [-1.941, -0.908, 2.748], [-1.477, 0.562, -0.131], [-0.040, 1.603, -0.162], [-0.540, -0.689, -2.024], [2.420, 1.789, -1.874], [1.102, -0.610, 0.760], [0.332, 0.546, 1.831], [-1.239, -1.813, 0.555], [-0.006, -2.103, 1.605], [-1.557, 0.355, 3.091]]}

=====

3.
{"formula": "C41H98N4O14", "method": "ωB97M-V with the def2-TZVPD basis set", "homo_lumo_gap_ev": 7.79, "total_charge": 0, "largest_force_ev_per_a": 2.02, "smiles": "CC1(C)CCCC(C)(C)N1O.CC1(C)CCCC(C)(C)N1O.CC1(C)CCCC(C)(C)N1O.COC[C@H](C)N.OCCO.OCCO.OCCO.OCCO.OCCO", "relative_energy_ev": 0.000, "symbols": ["C", "C", "C", "C", "C", "C", "C", "C", "C", "N", "O", "H", "H", "H", "H", "H", "H", "H", "H", "H", "H", "H", "H", "H", "H", "H", "H", "H", "H", "H", "C", "C", "C", "C", "C", "C", "C", "C", "C", "N", "O", "H", "H", "H", "H", "H", "H", "H", "H", "H", "H", "H", "H", "H", "H", "H", "H", "H", "H", "H", "C", "C", "C", "C", "C", "C", "C", "C", "C", "N", "O", "H", "H", "H", "H", "H", "H", "H", "H", "H", "H", "H", "H", "H", "H", "H", "H", "H", "H", "H", "C", "O", "C", "C", "C", "N", "H", "H", "H", "H", "H", "H", "H", "H", "H", "H", "H", "O", "C", "C", "O", "H", "H", "H", "H", "H", "H", "O", "C", "C", "O", "H", "H", "H", "H", "H", "H", "O", "C", "C", "O", "H", "H", "H", "H", "H", "H", "O", "C", "C", "O", "H", "H", "H", "H", "H", "H", "O", "C", "C", "O", "H", "H", "H", "H", "H", "H"], "coordinates": [[6.250, 2.726, 1.267], [5.374, 2.513, 0.022], [4.747, 3.862, -0.389], [6.261, 2.045, -1.136], [6.660, 0.567, -0.975], [5.384, -0.271, -0.867], [4.433, 0.106, 0.292], [3.067, -0.465, -0.109], [5.024, -0.527, 1.543], [4.296, 1.562, 0.275], [3.460, 2.000, 1.327], [5.800, 3.359, 2.039], [6.542, 1.810, 1.777], [7.157, 3.284, 1.008], [5.561, 4.579, -0.515], [4.224, 3.727, -1.337], [4.081, 4.258, 0.376], [5.682, 2.143, -2.060], [7.171, 2.639, -1.218], [7.316, 0.312, -1.807], [7.251, 0.408, -0.069], [5.756, -1.290, -0.704], [4.904, -0.323, -1.849], [3.061, -1.558, -0.058], [2.804, -0.149, -1.117], [2.262, -0.164, 0.567], [4.880, -1.606, 1.473], [4.513, -0.207, 2.459], [6.065, -0.266, 1.731], [2.716, 2.386, 0.852], [1.878, -3.933, 6.435], [2.332, -2.613, 5.757], [2.732, -1.660, 6.895], [3.557, -2.847, 4.886], [3.219, -3.557, 3.589], [2.209, -2.663, 2.829], [0.914, -2.399, 3.626], [0.293, -1.215, 2.893], [-0.073, -3.572, 3.527], [1.282, -1.992, 4.978], [0.175, -1.614, 5.769], [1.533, -4.623, 5.661], [2.705, -4.436, 6.941], [1.070, -3.784, 7.148], [3.694, -1.972, 7.304], [2.777, -0.629, 6.541], [1.991, -1.676, 7.693], [4.021, -1.872, 4.691], [4.318, -3.363, 5.479], [4.090, -3.753, 2.965], [2.724, -4.504, 3.815], [1.977, -3.197, 1.906], [2.699, -1.718, 2.603], [0.871, -0.292, 2.956], [-0.687, -0.947, 3.324], [-0.009, -1.428, 1.867], [-0.216, -3.879, 2.494], [-1.002, -3.273, 4.015], [0.282, -4.427, 4.106], [-0.028, -0.705, 5.492], [-4.480, -5.131, -5.786], [-3.627, -4.304, -4.792], [-4.054, -4.744, -3.377], [-2.171, -4.738, -5.052], [-1.227, -3.750, -4.383], [-1.411, -2.387, -5.027], [-2.845, -1.831, -4.882], [-3.008, -1.161, -3.519], [-3.031, -0.821, -6.032], [-3.823, -2.895, -5.025], [-5.165, -2.490, -5.114], [-4.304, -4.795, -6.814], [-4.192, -6.183, -5.752], [-5.554, -5.081, -5.606], [-5.141, -4.746, -3.276], [-3.692, -5.738, -3.112], [-3.643, -4.043, -2.646], [-1.971, -5.748, -4.700], [-2.068, -4.695, -6.139], [-1.307, -3.639, -3.297], [-0.187, -4.092, -4.444], [-1.060, -2.312, -6.058], [-0.739, -1.709, -4.485], [-2.728, -1.842, -2.714], [-4.042, -0.864, -3.335], [-2.407, -0.253, -3.416], [-4.009, -0.342, -5.926], [-3.055, -1.307, -7.009], [-2.256, -0.055, -6.035], [-5.351, -2.529, -6.061], [1.556, 7.487, 1.024], [1.449, 6.237, 0.365], [1.024, 5.178, 1.191], [0.748, 3.906, 0.390], [-0.261, 4.207, -0.714], [0.290, 2.936, 1.384], [0.860, 7.469, 1.870], [1.293, 8.290, 0.342], [2.576, 7.612, 1.398], [1.843, 4.982, 1.900], [0.144, 5.461, 1.785], [1.717, 3.597, -0.011], [-0.344, 3.384, -1.421], [0.106, 5.110, -1.211], [-1.231, 4.467, -0.290], [-0.236, 2.138, 1.043], [-0.436, 3.394, 1.931], [-7.311, -0.250, -2.039], [-6.840, -1.604, -2.018], [-5.638, -1.821, -1.131], [-5.960, -1.594, 0.231], [-8.135, -0.174, -2.524], [-7.679, -2.224, -1.694], [-6.564, -1.904, -3.036], [-4.747, -1.214, -1.322], [-5.300, -2.843, -1.326], [-5.599, -0.725, 0.468], [-1.013, 3.786, 3.902], [-1.750, 2.572, 3.751], [-1.794, 1.795, 5.064], [-0.564, 1.093, 5.317], [-0.093, 3.559, 4.075], [-2.791, 2.795, 3.523], [-1.263, 1.928, 3.019], [-2.587, 1.053, 4.984], [-1.907, 2.446, 5.932], [0.176, 1.702, 5.390], [-2.078, 1.264, 0.244], [-1.522, 0.134, -0.385], [-0.356, 0.503, -1.308], [0.105, -0.651, -1.992], [-3.045, 1.258, 0.184], [-1.115, -0.542, 0.370], [-2.225, -0.441, -0.991], [0.454, 0.912, -0.690], [-0.680, 1.240, -2.051], [0.595, -0.305, -2.755], [-7.427, 1.912, -0.246], [-7.161, 1.484, 1.083], [-5.693, 1.671, 1.359], [-4.899, 1.010, 0.364], [-7.230, 1.184, -0.862], [-7.778, 2.070, 1.764], [-7.459, 0.434, 1.166], [-5.378, 1.193, 2.288], [-5.417, 2.726, 1.405], [-4.977, 1.419, -0.508], [1.544, 0.883, -3.797], [1.947, 2.238, -3.613], [3.457, 2.334, -3.612], [3.869, 3.672, -3.464], [1.617, 0.707, -4.742], [1.505, 2.928, -4.337], [1.550, 2.556, -2.647], [3.880, 1.886, -4.525], [3.871, 1.658, -2.850], [4.822, 3.734, -3.565]]}

=====

4.
{"formula": "C3H9S2", "method": "ωB97M-V with the def2-TZVPD basis set", "homo_lumo_gap_ev": 6.01, "total_charge": -1, "largest_force_ev_per_a": 2.24, "relative_energy_ev": 1.719, "symbols": ["C", "S", "H", "H", "H", "C", "C", "S", "H", "H", "H", "H", "H", "H"], "coordinates": [[1.513, 2.222, 0.944], [0.630, 0.931, 1.993], [1.937, 1.803, 0.024], [0.913, 3.111, 0.687], [2.309, 2.497, 1.615], [-2.320, -1.068, -1.399], [-0.895, -0.830, -1.928], [0.353, -1.133, -0.732], [-2.585, -2.112, -1.613], [-3.075, -0.327, -1.710], [-2.412, -1.199, -0.311], [-0.777, -1.506, -2.800], [-0.770, 0.151, -2.422], [0.037, -0.214, 1.537]]}

=====

5.
{"formula": "HN3O", "method": "ωB97M-V with the def2-TZVPD basis set", "homo_lumo_gap_ev": [8.97, 8.43], "total_charge": 0, "largest_force_ev_per_a": 3.75, "spin_multiplicity": 3, "relative_energy_ev": 5.155, "symbols": ["N", "N", "N", "O", "H"], "coordinates": [[-0.570, -1.695, 0.096], [-0.347, -0.575, 0.057], [-0.309, 0.597, -0.423], [-0.484, 1.633, 0.230], [1.710, 0.040, 0.040]]}

=====

6.
{"formula": "C24H36O5", "method": "ωB97M-V with the def2-TZVPD basis set", "homo_lumo_gap_ev": 9.20, "total_charge": 0, "largest_force_ev_per_a": 0.85, "smiles": "CC[C@H](C)C(=O)O[C@H]1C[C@@H](C)C=C2C=C[C@H](C)[C@H](CC[C@@H]3C[C@@H](O)CC(=O)O3)[C@H]21", "relative_energy_ev": 0.132, "symbols": ["C", "C", "C", "C", "C", "O", "O", "C", "C", "C", "C", "C", "C", "C", "C", "C", "C", "C", "C", "C", "C", "C", "C", "O", "C", "C", "O", "O", "C", "H", "H", "H", "H", "H", "H", "H", "H", "H", "H", "H", "H", "H", "H", "H", "H", "H", "H", "H", "H", "H", "H", "H", "H", "H", "H", "H", "H", "H", "H", "H", "H", "H", "H", "H", "H"], "coordinates": [[4.217, -1.864, -0.612], [2.981, -2.563, -0.058], [2.211, -1.673, 0.920], [1.021, -2.415, 1.539], [1.661, -0.436, 0.238], [1.652, 0.666, 0.751], [1.157, -0.715, -0.945], [0.520, 0.303, -1.735], [1.003, 0.119, -3.175], [0.102, -0.827, -4.003], [0.913, -1.546, -5.076], [-0.623, -1.786, -3.111], [-1.203, -1.354, -1.987], [-1.925, -2.206, -1.072], [-2.682, -1.705, -0.099], [-2.883, -0.225, 0.053], [-4.065, 0.190, -0.832], [-1.568, 0.512, -0.268], [-1.709, 2.039, -0.209], [-1.968, 2.612, 1.184], [-0.753, 2.517, 2.114], [-0.866, 1.442, 3.191], [0.444, 1.361, 4.000], [1.270, 0.320, 3.550], [1.181, 2.716, 3.946], [0.258, 3.899, 3.758], [0.319, 4.909, 4.405], [-0.640, 3.783, 2.773], [-1.008, 0.102, -1.639], [3.941, -0.961, -1.151], [4.751, -2.521, -1.296], [4.892, -1.586, 0.194], [2.318, -2.851, -0.876], [3.285, -3.471, 0.467], [2.876, -1.342, 1.724], [1.364, -3.341, 1.994], [0.282, -2.652, 0.776], [0.558, -1.808, 2.313], [0.828, 1.277, -1.341], [1.061, 1.091, -3.665], [2.011, -0.298, -3.136], [-0.655, -0.205, -4.504], [1.651, -2.201, -4.616], [0.262, -2.149, -5.704], [1.432, -0.829, -5.707], [-0.687, -2.819, -3.417], [-1.833, -3.273, -1.219], [-3.227, -2.352, 0.572], [-3.150, -0.012, 1.093], [-4.359, 1.219, -0.642], [-3.813, 0.076, -1.883], [-4.919, -0.448, -0.617], [-0.848, 0.197, 0.493], [-2.516, 2.347, -0.875], [-0.792, 2.492, -0.591], [-2.201, 3.674, 1.083], [-2.831, 2.132, 1.646], [0.152, 2.347, 1.515], [-1.070, 0.468, 2.747], [-1.697, 1.705, 3.849], [0.216, 1.108, 5.040], [1.523, 0.505, 2.627], [1.854, 2.700, 3.081], [1.785, 2.875, 4.839], [-1.464, 0.729, -2.413]]}

=====

7.
{"formula": "C2H6FN", "method": "ωB97M-V with the def2-TZVPD basis set", "homo_lumo_gap_ev": [7.55, 11.18], "total_charge": 0, "largest_force_ev_per_a": 3.29, "relative_energy_ev": 5.802, "symbols": ["C", "C", "N", "F", "H", "H", "H", "H", "H", "H"], "coordinates": [[-1.103, 0.151, 0.642], [-0.632, -0.661, -0.455], [2.039, -0.016, -0.695], [2.215, 0.325, 0.638], [-0.872, 1.211, 0.309], [-2.136, 0.140, 1.018], [-0.450, 0.052, 1.446], [0.210, -1.462, -0.360], [-1.382, -0.681, -1.331], [2.111, 0.940, -1.212]]}